Record 1
This record from the Open Molecules 2025 dataset describes a molecular structure, C27H49IrNO2P2 in a non-equilibrium geometry. The level of theory is ωB97M-V with the def2-TZVPD basis set.

```
! wB97M-V def2-TZVPD RIJCOSX def2/J DEFGRID3
* xyz 4 6
Ir 0.268 -0.890 -0.715
C -0.026 0.189 0.981
O 0.017 -0.407 2.095
C 0.495 0.765 -1.549
O 0.502 1.809 -2.104
P 2.606 -0.864 -0.103
C 3.345 -2.238 -1.097
H 4.433 -2.070 -1.021
C 3.563 0.658 -0.665
H 3.082 0.912 -1.628
C 3.190 -1.387 1.583
H 2.488 -2.214 1.783
C -3.184 -1.027 0.787
P -2.121 -0.761 -0.742
H -3.444 -2.312 -2.000
H -2.708 -1.919 1.229
C -3.072 0.460 -1.804
H -4.073 0.009 -1.764
C 3.324 1.822 0.305
H 3.485 2.765 -0.239
H 4.038 1.799 1.144
H 2.295 1.836 0.705
C 5.058 0.418 -0.925
H 5.606 0.217 0.008
H 5.465 1.328 -1.390
H 5.229 -0.412 -1.620
C 4.633 -1.894 1.623
H 4.855 -2.639 0.875
H 4.769 -2.380 2.593
H 5.357 -1.083 1.526
C 2.993 -0.383 2.684
H 3.237 -0.855 3.652
H 1.952 -0.085 2.754
H 3.630 0.508 2.593
C 3.013 -3.577 -0.401
H 3.849 -3.855 0.262
H 2.870 -4.353 -1.182
H 2.118 -3.548 0.278
C 2.967 -2.089 -2.575
H 1.880 -1.973 -2.716
H 3.292 -2.982 -3.125
H 3.440 -1.201 -3.020
C -4.632 -1.352 0.401
H -4.747 -2.140 -0.359
H -5.156 -0.434 0.105
H -5.121 -1.699 1.315
C -3.179 0.065 1.848
H -3.364 1.059 1.428
C -1.457 -2.179 -2.918
H -2.232 0.110 2.398
H -3.981 -0.143 2.574
C -2.053 -3.510 -0.766
H -0.496 -1.731 -2.535
H -1.287 -3.176 -3.334
H -1.704 -1.482 -3.727
C -2.390 -2.312 -1.691
H -1.809 -4.378 -1.384
H -2.895 -3.807 -0.105
H -1.160 -3.274 -0.160
C -2.679 0.506 -3.292
H -1.625 0.794 -3.380
H -3.285 1.291 -3.759
H -2.898 -0.426 -3.828
C -3.154 1.850 -1.199
H -2.156 2.181 -0.876
H -3.752 1.907 -0.276
H -3.511 2.534 -2.004
H 0.509 -2.713 -0.783
H 0.664 -2.702 -1.548
N -0.227 1.632 0.959
C -0.649 2.744 1.135
C -1.348 3.824 1.796
C -1.562 5.125 1.227
C -2.255 6.110 1.925
C -2.770 5.809 3.191
C -2.645 4.512 3.765
C -1.948 3.526 3.045
H -1.183 5.298 0.226
H -2.390 7.118 1.498
H -3.296 6.556 3.775
H -3.072 4.290 4.783
H -1.822 2.519 3.453
*
```

The calculation puts the energy at -55744.1913 eV. The highest occupied orbital energy (spin up / spin down) comes out at -19.2863 / -21.1701 eV. Its lowest unoccupied orbital energy (spin up / spin down) is -12.6 / -16.2 eV. The energy above the lowest of the compared OMol25 structures with the same formula, charge and spin is 1.9 kcal per mole. For the orbital gap (spin up / spin down), the calculation gives 6.7 / 4.9 eV.

Computed Löwdin charges, given in elementary charges: number 1, Ir, carries 0.97; number 2, C, carries -0.53; number 3, O, carries 0.15; number 4, C, carries -0.31; number 5, O, carries 0.17; number 6, P, carries 1.06; number 7, C, carries -0.51; number 8, H, carries 0.11; number 9, C, carries -0.48; number 10, H, carries 0.10; number 11, C, carries -0.49; number 12, H, carries 0.11; number 13, C, carries -0.48; number 14, P, carries 1.05; number 15, H, carries 0.13; number 16, H, carries 0.11; number 17, C, carries -0.47; number 18, H, carries 0.12; number 19, C, carries -0.09; number 20, H, carries 0.11; number 21, H, carries 0.09; number 22, H, carries 0.05; number 23, C, carries -0.05; number 24, H, carries 0.09; number 25, H, carries 0.12; number 26, H, carries 0.08; number 27, C, carries -0.05; number 28, H, carries 0.05; number 29, H, carries 0.13; number 30, H, carries 0.09; number 31, C, carries -0.09; number 32, H, carries 0.12; number 33, H, carries 0.04; number 34, H, carries 0.08; number 35, C, carries -0.09; number 36, H, carries 0.09; number 37, H, carries 0.12; number 38, H, carries 0.07; number 39, C, carries -0.09; number 40, H, carries 0.03; number 41, H, carries 0.12; number 42, H, carries 0.10; number 43, C, carries -0.06; number 44, H, carries 0.09; number 45, H, carries 0.10; number 46, H, carries 0.12; number 47, C, carries -0.09; number 48, H, carries 0.05; number 49, C, carries -0.09; number 50, H, carries 0.05; number 51, H, carries 0.12; number 52, C, carries -0.09; number 53, H, carries -0.01; number 54, H, carries 0.12; number 55, H, carries 0.07; number 56, C, carries -0.48; number 57, H, carries 0.11; number 58, H, carries 0.11; number 59, H, carries 0.03; number 60, C, carries -0.07; number 61, H, carries 0.08; number 62, H, carries 0.11; number 63, H, carries 0.08; number 64, C, carries -0.08; number 65, H, carries 0.04; number 66, H, carries 0.07; number 67, H, carries 0.12; number 68, H, carries 0.05; number 69, H, carries 0.12; number 70, N, carries 0.18; number 71, C, carries 0.10; number 72, C, carries -0.12; number 73, C, carries 0.11; number 74, C, carries 0.07; number 75, C, carries 0.05; number 76, C, carries 0.12; number 77, C, carries 0.08; number 78, H, carries 0.15; number 79, H, carries 0.17; number 80, H, carries 0.15; number 81, H, carries 0.18; number 82, H, carries 0.15



Record 2
This record from the Open Molecules 2025 dataset describes a molecular structure, C5H6FKO3 in a non-equilibrium geometry. The level of theory is ωB97M-V with the def2-TZVPD basis set.

```
! wB97M-V def2-TZVPD RIJCOSX def2/J DEFGRID3
* xyz 0 1
C 2.160 0.909 -0.484
C 1.159 0.270 0.119
H 2.124 1.875 -0.991
F 3.358 0.311 -0.657
H 1.348 -0.753 0.457
K 0.939 -3.403 -1.664
O -1.565 0.115 -1.872
C -1.627 -0.793 -1.031
C -0.200 0.938 0.680
O -1.001 -1.885 -1.045
O -2.178 -0.396 0.158
C -1.288 -0.016 1.194
H -0.590 1.733 0.030
H 0.133 1.560 1.526
H -1.907 0.473 1.956
H -0.865 -0.936 1.624
*
```

The calculation puts the energy at -30466.4785 eV. The highest occupied orbital energy comes out at -7.7025 eV. Its lowest unoccupied orbital energy is -1.1 eV. The energy above the lowest of the compared OMol25 structures with the same formula, charge and spin is 0.0 kcal per mole. For the orbital gap, the calculation gives 6.7 eV.

Computed natural (NBO) charges, given in elementary charges: number 1, C, carries 0.20; number 2, C, carries -0.25; number 3, H, carries 0.17; number 4, F, carries -0.36; number 5, H, carries 0.19; number 6, K, carries 0.99; number 7, O, carries -0.72; number 8, C, carries 0.96; number 9, C, carries -0.46; number 10, O, carries -0.92; number 11, O, carries -0.57; number 12, C, carries -0.05; number 13, H, carries 0.25; number 14, H, carries 0.22; number 15, H, carries 0.19; number 16, H, carries 0.16